Version 1
The following is a quantum chemistry calculation of an isolated molecule of C4H6N4O, from the OMol25 dataset.

## Properties
Total charge ... 0
Orbital gap ... 8.26 eV
2S+1 ... 1
Lowest unoccupied orbital energy ... -0.9 eV

Geometry as XYZ:
```
15
Properties=species:S:1:pos:R:3:mulliken_charge:R:1
H 1.736 1.870 0.236 0.225
N 2.406 1.066 0.180 -0.765
C 1.671 -0.017 0.035 0.199
N 2.238 -1.193 0.051 -0.578
C 0.166 -0.124 0.072 0.837
N -0.444 -1.307 0.084 -0.076
N -1.671 -1.366 0.278 -0.756
C -2.586 -0.428 0.070 0.059
O -2.240 0.905 -0.202 -0.314
C -0.861 1.071 0.092 -0.396
H 1.594 -1.958 -0.659 0.373
H 3.090 -1.137 -0.657 0.327
H -3.615 -0.810 -0.135 0.356
H -1.123 1.518 1.136 0.235
H -0.362 1.911 -0.583 0.275
```

Version 2
The following is a quantum chemistry calculation of an isolated molecule of C4H6N4O, from the OMol25 dataset.

## Properties
Total charge ... 0
Orbital gap ... 9.84 eV
2S+1 ... 1
Lowest unoccupied orbital energy ... 0.0 eV

Geometry as XYZ:
```
15
Properties=species:S:1:pos:R:3:mulliken_charge:R:1
H -0.748 -1.522 3.508 0.279
N -1.517 -1.388 2.787 -0.612
C -1.114 -1.267 1.625 0.107
N 0.225 -1.213 1.252 -0.562
C 0.242 -0.257 0.384 0.570
C -0.720 0.576 -0.441 -0.704
N 0.176 1.414 -1.213 -0.203
O -0.019 1.039 -2.654 -0.473
C 1.511 0.749 -0.940 0.127
N 1.683 -0.132 -0.073 -0.461
H -1.783 -1.338 0.807 0.493
H -1.257 0.211 -1.518 0.390
H -1.487 1.348 -0.084 0.296
H -0.242 2.029 -2.976 0.390
H 2.186 1.388 -1.542 0.364
```

The structure with the least stability is version 2.

Version 1
The following is a quantum chemistry calculation of an isolated molecule of C3H4N4S, from the OMol25 dataset.

## Properties
Total charge ... 0
Orbital gap ... 8.51 eV
2S+1 ... 1
Lowest unoccupied orbital energy ... -0.7 eV

Geometry as XYZ:
```
12
Properties=species:S:1:pos:R:3:mulliken_charge:R:1
C 3.206 -0.057 0.045 -0.755
C 1.711 0.024 -0.108 0.542
N 1.035 1.221 -0.074 -0.323
N -0.232 1.187 0.029 -0.240
C -0.942 0.012 -0.065 0.667
S -2.665 -0.108 0.016 -0.234
N -0.302 -1.121 -0.035 -0.265
N 1.049 -1.138 0.019 -0.331
H 3.673 0.892 0.480 0.281
H 3.816 -0.416 -0.820 0.241
H 3.352 -0.851 0.961 0.242
H -2.902 1.187 0.325 0.175
```

Version 2
The following is a quantum chemistry calculation of an isolated molecule of C3H4N4S, from the OMol25 dataset.

## Properties
Total charge ... 0
Orbital gap ... 7.61 eV
2S+1 ... 1
Lowest unoccupied orbital energy ... -0.5 eV

Geometry as XYZ:
```
12
Properties=species:S:1:pos:R:3:mulliken_charge:R:1
C 2.333 -0.158 0.068 -0.161
N 1.287 -0.875 -0.138 -0.753
N 0.058 -0.242 -0.013 0.712
C -0.238 1.084 -0.048 0.231
N -1.500 1.301 -0.077 -0.482
C -2.093 0.000 -0.107 -0.009
S -3.740 -0.329 0.028 -0.349
N -1.133 -0.933 -0.178 -0.244
H 3.313 -0.712 0.086 0.263
H 2.365 0.908 0.370 0.176
H 0.563 1.756 -0.247 0.335
H -1.214 -1.800 0.258 0.282
```

Version 3
The following is a quantum chemistry calculation of an isolated molecule of C3H4N4S, from the OMol25 dataset.

## Properties
Total charge ... 0
Orbital gap ... 8.00 eV
2S+1 ... 1
Lowest unoccupied orbital energy ... -0.2 eV

Geometry as XYZ:
```
12
Properties=species:S:1:pos:R:3:mulliken_charge:R:1
S 2.535 -0.277 -0.001 -0.232
N 1.272 0.886 0.000 -0.469
C 0.080 0.440 0.007 0.648
N -0.968 1.358 0.001 -0.449
C -2.164 0.901 -0.003 0.096
C -2.484 -0.514 0.003 -0.162
N -1.534 -1.384 -0.001 -0.894
N -0.287 -0.908 -0.001 0.324
H 3.534 0.637 -0.005 0.172
H -2.990 1.679 -0.009 0.345
H -3.496 -0.891 -0.012 0.409
H 0.418 -1.619 0.010 0.211
```

Version 4
The following is a quantum chemistry calculation of a cluster of 2 separate species, C3H4N4S in total, from the OMol25 dataset.

## Properties
Total charge ... 0
Orbital gap ... 7.65 eV
2S+1 ... 1
Lowest unoccupied orbital energy ... -0.6 eV

Geometry as XYZ:
```
12
Properties=species:S:1:pos:R:3:mulliken_charge:R:1
C 2.065 -1.044 0.066 -0.257
C -1.465 1.398 -0.009 -0.271
C -0.131 0.935 0.051 0.224
H 2.430 0.019 1.060 0.290
H 2.510 -1.966 -0.579 0.308
H -1.567 -1.562 -0.571 0.326
H -1.903 2.333 0.202 0.430
N 0.846 -1.429 -0.254 -0.480
N -0.142 -0.372 0.161 0.432
N -1.512 -0.732 0.181 -0.298
N -2.346 0.370 -0.197 -0.353
S 1.216 2.050 -0.112 -0.351
```

The structure with the least stability is version 4.

Version 1
The following is a quantum chemistry calculation of a cluster of 2 separate species, C5H14 in total, from the OMol25 dataset.

## Properties
Expectation value of S² ... 0.750
Total charge ... -1
Orbital gap (spin up / spin down) ... 2.69 / 11.91 eV
2S+1 ... 2
Lowest unoccupied orbital energy (spin up / spin down) ... 4.2 / 4.2 eV

Geometry as XYZ:
```
19
Properties=species:S:1:pos:R:3:mulliken_charge:R:1
C 1.733 -0.595 0.460 -0.443
C 2.115 -1.333 -0.819 -1.830
C 0.494 -1.215 1.203 -0.476
H 2.560 -0.700 1.167 0.251
H 1.457 0.438 0.276 0.522
H 1.263 -1.612 -1.444 0.456
H 0.606 -2.292 1.165 0.501
H 2.668 -2.250 -0.610 0.365
H 2.770 -0.657 -1.383 0.618
H 0.564 -0.840 2.228 0.536
H -0.400 -0.794 0.757 -0.609
C -2.355 1.022 -0.853 -1.924
C -1.619 1.934 0.128 -2.185
H -3.378 1.381 -1.050 0.508
H -1.865 0.886 -1.821 0.526
H -2.518 0.014 -0.441 0.442
H -1.272 1.427 1.022 0.082
H -0.685 2.310 -0.313 0.309
H -2.138 2.875 0.326 1.350
```

Version 2
The following is a quantum chemistry calculation of a cluster of 2 separate species, C5H14 in total, from the OMol25 dataset.

## Properties
Expectation value of S² ... 0.750
Total charge ... -1
Orbital gap (spin up / spin down) ... 2.83 / 10.93 eV
2S+1 ... 2
Lowest unoccupied orbital energy (spin up / spin down) ... 4.2 / 4.2 eV

Geometry as XYZ:
```
19
Properties=species:S:1:pos:R:3:mulliken_charge:R:1
C 1.797 1.097 -0.957 -0.364
C 2.163 0.461 0.512 -2.981
H 0.753 1.177 -0.864 -0.176
H 2.233 1.931 -1.422 0.635
H 1.757 0.352 -1.660 0.329
H 3.213 0.033 0.497 0.483
H 1.388 -0.289 1.226 0.632
H 2.049 1.146 1.374 1.007
C -1.329 0.138 0.002 -0.642
C -2.414 -0.478 0.850 -1.667
C -0.390 -1.108 -0.544 -1.147
H -1.728 0.800 -0.824 0.336
H -0.828 0.880 0.689 0.023
H -3.157 -1.055 0.206 0.236
H -0.954 -2.029 -0.362 0.742
H -0.320 -0.849 -1.637 0.126
H -2.832 0.186 1.504 1.246
H -1.983 -1.196 1.480 0.223
H 0.583 -1.194 -0.072 -0.043
```

The structure with the least stability is version 2.

Version 1
The following is a quantum chemistry calculation of a cluster of 2 separate species, C5H14 in total, from the OMol25 dataset.

## Properties
Expectation value of S² ... 0.750
Total charge ... -1
Orbital gap (spin up / spin down) ... 2.59 / 11.66 eV
2S+1 ... 2
Lowest unoccupied orbital energy (spin up / spin down) ... 4.2 / 4.4 eV

Geometry as XYZ:
```
19
Properties=species:S:1:pos:R:3:mulliken_charge:R:1
C -0.436 -0.145 -1.607 -0.216
C -0.567 0.514 -2.944 -2.035
C -1.349 0.382 -0.510 -1.563
H -0.662 -1.231 -1.696 0.381
H 0.562 -0.202 -1.222 -0.021
H -0.224 1.575 -2.935 0.512
H -1.578 0.616 -3.335 0.543
H -0.840 0.789 0.358 0.037
H -2.023 1.160 -0.876 0.437
H 0.034 0.026 -3.717 0.566
H -2.032 -0.370 -0.074 0.445
C 0.868 -0.908 2.954 -1.709
C 1.454 0.107 1.915 0.341
H 1.621 -1.229 3.663 0.531
H 0.031 -0.484 3.520 0.378
H 0.306 -1.620 2.304 0.586
H 0.817 0.152 1.016 -1.489
H 2.478 -0.057 1.618 0.864
H 1.391 1.112 2.338 0.414
```

Version 2
The following is a quantum chemistry calculation of a cluster of 2 separate species, C5H14 in total, from the OMol25 dataset.

## Properties
Expectation value of S² ... 0.750
Total charge ... -1
Orbital gap (spin up / spin down) ... 2.61 / 12.03 eV
2S+1 ... 2
Lowest unoccupied orbital energy (spin up / spin down) ... 4.2 / 4.3 eV

Geometry as XYZ:
```
19
Properties=species:S:1:pos:R:3:mulliken_charge:R:1
C -0.611 1.060 -0.811 0.876
C 0.781 1.699 -0.893 -1.665
C -1.662 2.120 -0.553 -1.819
H -0.579 0.286 -0.049 -0.703
H -0.866 0.517 -1.725 0.297
H 1.553 0.949 -0.708 0.366
H 1.013 2.240 -1.811 0.362
H -2.666 1.783 -0.306 0.724
H -1.867 2.636 -1.510 0.338
H 0.894 2.513 -0.166 0.447
H -1.442 2.925 0.149 0.453
C 0.611 -2.414 0.302 -0.979
C 0.805 -2.271 1.795 -2.313
H 1.342 -2.975 -0.281 1.042
H -0.278 -3.024 0.082 0.401
H 0.447 -1.453 -0.178 -0.822
H -0.068 -1.766 2.219 0.587
H 1.631 -1.625 2.090 0.585
H 0.961 -3.200 2.352 0.822
```

Version 3
The following is a quantum chemistry calculation of a cluster of 2 separate species, C5H14 in total, from the OMol25 dataset.

## Properties
Expectation value of S² ... 0.750
Total charge ... -1
Orbital gap (spin up / spin down) ... 2.66 / 11.58 eV
2S+1 ... 2
Lowest unoccupied orbital energy (spin up / spin down) ... 4.1 / 4.1 eV

Geometry as XYZ:
```
19
Properties=species:S:1:pos:R:3:mulliken_charge:R:1
C 1.191 1.487 -0.270 -0.319
C 1.594 2.200 -1.452 -1.389
C -0.307 1.488 0.268 -2.065
H 1.495 0.447 -0.348 0.176
H 1.829 1.871 0.558 0.583
H 1.954 3.295 -1.282 0.302
H -0.483 0.876 1.204 0.369
H -0.630 2.483 0.408 0.873
H 0.613 2.194 -2.010 0.306
H 2.396 1.612 -2.101 0.432
H -0.860 1.099 -0.476 0.509
C -0.841 -1.660 0.590 -1.859
C -1.248 -3.235 0.842 -0.930
H -1.828 -1.063 0.560 0.297
H -0.397 -1.261 1.364 0.160
H -0.438 -1.256 -0.335 0.090
H -1.841 -3.530 -0.016 0.423
H -0.263 -3.814 0.996 0.685
H -1.936 -3.232 1.498 0.357
```

The structure with the least stability is version 3.

Version 1
The following is a quantum chemistry calculation of a cluster of 2 separate species, C5H14 in total, from the OMol25 dataset.

## Properties
Expectation value of S² ... 0.750
Total charge ... -1
Orbital gap (spin up / spin down) ... 2.55 / 12.10 eV
2S+1 ... 2
Lowest unoccupied orbital energy (spin up / spin down) ... 4.1 / 4.2 eV

Geometry as XYZ:
```
19
Properties=species:S:1:pos:R:3:mulliken_charge:R:1
C -1.571 -2.102 -2.082 -1.785
C -1.036 -0.711 -2.433 -0.155
H -1.909 -2.595 -2.998 0.545
H -0.760 -2.672 -1.631 0.521
H -2.390 -2.107 -1.363 0.544
H -0.302 -0.830 -3.241 0.688
H -0.517 -0.278 -1.586 -1.154
H -1.752 0.004 -2.835 0.555
C 1.788 1.687 2.331 -1.218
C 1.193 1.046 1.057 -1.306
C -0.093 0.292 1.371 -1.349
H 1.691 1.002 3.174 0.384
H 2.839 1.942 2.191 0.567
H 1.217 2.581 2.584 0.373
H 0.918 1.870 0.403 0.323
H 1.978 0.461 0.585 0.655
H -0.687 0.098 0.481 0.102
H -0.697 0.921 2.039 0.271
H 0.091 -0.610 1.954 0.437
```

Version 2
The following is a quantum chemistry calculation of a cluster of 2 separate species, C5H14 in total, from the OMol25 dataset.

## Properties
Expectation value of S² ... 0.750
Total charge ... -1
Orbital gap (spin up / spin down) ... 2.76 / 12.05 eV
2S+1 ... 2
Lowest unoccupied orbital energy (spin up / spin down) ... 4.3 / 4.3 eV

Geometry as XYZ:
```
19
Properties=species:S:1:pos:R:3:mulliken_charge:R:1
C 0.644 -2.275 0.292 -0.404
C 1.679 -1.278 0.835 -1.686
C 0.032 -1.934 -1.049 -2.209
H 1.168 -3.223 0.225 0.358
H -0.082 -2.442 1.068 0.565
H 2.267 -0.829 0.033 0.603
H -0.664 -1.104 -1.067 0.303
H 0.837 -1.790 -1.766 0.751
H 2.380 -1.751 1.531 0.363
H 1.195 -0.475 1.396 0.336
H -0.561 -2.790 -1.397 0.489
C -1.271 2.613 -0.734 -1.954
C -0.955 2.350 0.719 -1.672
H -1.373 1.707 -1.341 0.563
H -2.243 3.106 -0.836 0.326
H -0.546 3.207 -1.289 0.701
H 0.108 2.218 0.929 0.353
H -1.454 1.462 1.107 0.629
H -1.159 3.228 1.342 0.586
```

The structure with the least stability is version 2.